[1]
Computed, not measured: a structure of composition C20H39AsCoIN6O3S in a non-equilibrium geometry, with ωB97M-V/def2-TZVPD.

```
72
Properties=species:S:1:pos:R:3:forces:R:3
Co -0.2635 0.3869 0.1662 0.6040 -0.4197 -0.4899
C -1.6537 -1.0746 2.6607 -0.0427 0.2556 -0.0327
C -2.5876 -0.7334 1.5146 0.0917 -0.0554 -0.0087
N -2.1278 0.4808 0.8039 -0.2785 0.0090 -0.3498
C -2.2901 1.7347 1.5723 -0.0660 -0.2358 0.3084
C -1.0144 2.0654 2.3733 -0.3124 0.3186 -1.0380
N 0.1956 1.5625 1.6742 -0.1547 0.1743 0.7970
C 1.1726 0.9815 2.6133 0.2818 -0.0741 -0.1808
C 0.6345 -0.3318 3.2025 -0.0842 0.1084 -0.0647
N -0.2557 -0.9883 2.2470 0.1204 -0.1299 -0.0985
H -1.9330 -2.0387 3.0956 0.0658 -0.0405 -0.0871
H -1.7988 -0.3275 3.4438 -0.0668 -0.1246 0.0884
H -3.6012 -0.5904 1.9047 -0.0195 0.0398 -0.0684
H -2.6026 -1.5318 0.7752 0.0238 -0.0704 0.1230
H -2.6764 0.5002 -0.0531 -0.1109 0.4102 0.0806
H -3.1400 1.6207 2.2536 0.0218 0.1350 0.0078
H -2.5070 2.5525 0.8912 0.0566 -0.1766 -0.1525
H -1.0789 1.6756 3.3833 0.1743 0.1808 0.0912
H -0.9035 3.1485 2.3420 -0.2939 0.0872 0.7605
H 0.6062 2.3770 1.2288 0.2035 -0.3199 -0.2355
H 1.4385 1.7017 3.3929 -0.0839 -0.0771 0.0913
H 2.0608 0.7706 2.0257 0.0338 0.0907 0.0174
H 0.0901 -0.1302 4.1279 0.0481 -0.0744 0.0286
H 1.4738 -0.9752 3.4685 0.0206 0.0343 -0.0059
H 0.0977 -1.8700 1.9033 -0.0397 -0.0307 0.0313
I -3.2033 -1.1620 -2.1753 -0.0677 -0.0024 -0.0215
C -1.3736 -0.5121 -2.9533 -0.0695 0.0740 0.0343
C -1.2247 -0.6284 -4.3299 0.0203 -0.0216 0.0355
C -0.0861 -0.1043 -4.9085 -0.0004 -0.0066 -0.0279
C 0.8327 0.5361 -4.0935 -0.0008 0.0304 0.0204
C 0.5936 0.5898 -2.7354 -0.0123 -0.0532 -0.0542
N -0.4871 0.0527 -2.1470 -0.0983 -0.0870 0.1747
H -1.9873 -1.1143 -4.9194 -0.0054 0.0008 -0.0001
H 0.0713 -0.1844 -5.9760 0.0012 -0.0025 -0.0006
H 1.7330 0.9784 -4.4966 0.0123 -0.0136 0.0013
H 1.2834 1.0791 -2.0679 0.0035 0.0105 -0.0169
C -1.1327 -5.4989 1.4809 -0.0244 -0.0008 -0.0094
N 0.1441 -4.8592 1.2820 -0.0280 -0.0298 0.0900
C 1.3778 -5.5403 1.6581 0.0419 -0.0243 0.0061
C 2.4752 -4.6335 1.0683 -0.0131 -0.0200 0.0313
N 1.7023 -3.7026 0.2660 -0.0751 -0.1159 0.0108
C 0.3822 -3.8763 0.3848 0.1936 0.0821 -0.1418
S -0.7588 -2.9756 -0.4563 -0.2203 -0.1987 0.1213
H -1.2172 -6.4076 0.8775 0.0012 -0.0092 0.0040
H -1.9186 -4.8090 1.1839 0.0097 -0.0089 -0.0018
H -1.2514 -5.7635 2.5320 -0.0048 0.0015 0.0049
H 1.4006 -6.5472 1.2304 -0.0063 0.0126 -0.0181
H 1.4495 -5.6323 2.7425 0.0077 -0.0284 -0.0128
H 3.1830 -5.1892 0.4544 0.0097 -0.0071 0.0247
H 3.0353 -4.1144 1.8492 -0.0054 0.0007 -0.0016
H 2.0678 -2.9859 -0.3606 0.0307 0.0275 0.0226
C 3.9794 0.0017 -0.2393 -0.0104 -0.0230 -0.0501
C 2.5584 -0.4344 -0.5493 0.0230 -0.0183 0.0202
O 2.3482 -1.4715 -1.1721 0.0360 0.0637 -0.0973
O 1.6585 0.3693 -0.1015 0.0296 0.2756 0.0829
H 4.6878 -0.5420 -0.8583 -0.0057 -0.0065 0.0032
H 4.1949 -0.2151 0.8094 -0.0044 0.0031 0.0149
H 4.0958 1.0747 -0.3823 -0.0025 0.0169 0.0060
C -1.7380 4.0620 -3.1217 -0.0002 0.0051 -0.0096
As -0.6004 4.0121 -1.5774 0.0192 -0.0375 -0.2163
C 1.1842 4.3893 -2.1797 0.0040 -0.0064 0.0117
C -1.1246 5.4706 -0.4398 -0.0056 0.0050 0.0105
O -0.7019 2.5511 -0.8152 0.0124 0.1169 0.3443
H -1.6449 5.0166 -3.6372 0.0014 0.0048 -0.0081
H -2.7693 3.9136 -2.8052 0.0180 -0.0118 -0.0007
H -1.4443 3.2508 -3.7873 -0.0050 0.0003 0.0152
H 1.2254 5.3656 -2.6603 0.0003 0.0028 -0.0039
H 1.4778 3.6170 -2.8891 -0.0015 0.0086 0.0063
H 1.8597 4.3704 -1.3258 -0.0071 -0.0084 -0.0089
H -1.0491 6.4122 -0.9818 0.0001 0.0071 -0.0056
H -0.4703 5.5031 0.4301 -0.0031 -0.0111 -0.0046
H -2.1539 5.3212 -0.1178 0.0089 -0.0119 0.0018
```
Positions in Å, forces in eV/Å.

Charge ... +1
HOMO (spin up / spin down) ... -10.00 / -10.00 eV
Spin multiplicity ... 2
Relative energy (zero: lowest compared OMol25 entry of this formula, charge and spin) ... 25.5 kcal/mol
⟨S²⟩ ... 0.847

[2]
Computed, not measured: a structure of composition C20H39Cl3FeN3O3Si in a non-equilibrium geometry, with ωB97M-V/def2-TZVPD.

```
70
Properties=species:S:1:pos:R:3:forces:R:3
C -1.4304 -2.1301 -3.5431 -0.0994 0.3258 -0.1111
C -1.0264 -3.2003 -2.5769 0.1093 -1.0930 0.1658
H -1.1327 -2.3534 -4.5707 -0.0938 0.0935 0.1194
H -0.9764 -1.1655 -3.2522 -0.1790 -0.3765 -0.0620
H -2.5245 -1.9842 -3.5187 0.3248 -0.0367 -0.0047
C -0.5117 -4.3953 -2.9028 -0.3781 0.4497 0.0025
C -0.3494 -4.9079 -4.2926 0.3270 -0.1772 -0.5492
H -0.2029 -5.0914 -2.1218 -0.2435 0.1725 0.0169
H -0.5596 -4.1487 -5.0558 0.0436 -0.2409 0.1931
H -1.0038 -5.7704 -4.4919 0.0829 0.1726 0.0901
H 0.6777 -5.2617 -4.4536 -0.0786 0.0070 -0.0748
Fe -0.7544 -0.0370 -0.4696 0.8562 -0.1809 0.0871
Cl -2.8899 0.1583 0.0502 -1.4709 0.3354 0.4849
Cl -0.1807 1.3073 -2.1528 0.2852 0.8317 -0.7911
H 0.7067 4.8003 3.2875 0.0575 -0.0507 -0.0665
H -1.4447 5.7326 2.0848 0.0230 -0.0426 -0.2598
C 1.0534 4.4954 2.2924 -0.2380 0.1539 -0.2057
C -0.9899 5.3677 1.1507 0.1861 -0.3386 0.1175
N -0.0928 4.2561 1.4244 -0.0060 0.6471 0.2767
H 1.6496 3.5827 2.3686 -0.1989 0.1934 -0.1008
C -0.3063 3.0306 0.9134 1.0420 -1.6167 -0.0297
O 0.4908 2.0949 1.0829 -1.3385 1.7995 -0.2453
H -1.7720 5.0091 0.4683 0.1761 0.2576 0.2038
H -1.2575 2.9222 0.3400 0.5202 0.0098 0.1669
H 1.6608 5.3089 1.8792 0.0266 -0.1143 0.0605
H -0.4331 6.1956 0.6853 -0.2134 -0.1796 0.0433
H 1.4969 -1.5410 -3.2169 0.1270 0.2626 0.3011
H 2.3225 -3.7972 -2.1089 0.0409 0.1629 0.0878
C 2.3851 -1.0381 -2.8011 -0.2747 -0.1454 -0.2843
C 3.2324 -3.2029 -1.9523 0.2124 0.2103 0.0276
N 2.9313 -1.8116 -1.7017 0.2856 0.0980 0.4809
H 2.1155 -0.0266 -2.4834 -0.0146 -0.3506 0.0623
C 3.0474 -1.3322 -0.4350 -1.0399 0.7271 -0.1311
O 2.4934 -0.3226 0.0016 1.2279 -0.8460 -0.5391
H 3.7764 -3.5767 -1.0796 -0.0569 -0.2200 -0.2135
H 3.7155 -1.9602 0.1951 -0.3358 0.0474 -0.0758
H 3.1373 -0.9924 -3.6069 -0.0840 0.0352 0.2175
H 3.8585 -3.2961 -2.8447 0.0519 -0.0600 0.0450
O -0.2784 -1.8176 -0.8568 0.5511 -0.5526 -0.2788
C -1.2262 -2.7879 -1.1380 0.4852 0.5158 0.5038
C 0.0807 -4.3268 0.4266 -0.2255 -0.3208 0.3130
C -1.1455 -3.8560 -0.0518 -0.2742 -0.0888 -0.4053
H 1.0059 -3.9217 0.0082 -0.3260 -0.0829 0.1550
C 0.1026 -5.2966 1.4402 -0.0628 0.2095 -0.1747
H -2.2352 -2.3493 -1.0764 -0.1694 -0.1614 0.0239
C -2.3363 -4.3238 0.5077 0.2847 -0.3010 -0.0635
H 1.0658 -5.6477 1.8231 -0.3419 0.0462 -0.1021
C -1.0937 -5.8028 1.9643 -0.1796 0.1460 -0.1675
C -2.3204 -5.3170 1.4870 0.2730 0.1002 0.0631
H -3.2679 -3.8943 0.1346 0.1512 -0.2105 0.1825
H -1.0795 -6.5631 2.7493 0.0407 0.2258 -0.2457
H -3.2658 -5.6934 1.8818 0.2951 0.0615 0.0039
Si -0.3840 4.5349 -5.3553 -0.0732 -0.0445 0.3856
Cl -0.6347 2.8848 -6.5916 -0.0078 -0.0358 -0.2940
C 1.4517 4.6524 -5.0002 -0.1217 0.0098 0.0198
C -1.4510 4.1936 -3.8603 0.1936 0.1623 -0.1229
C -0.9487 6.0744 -6.2765 0.0146 -0.0637 -0.0403
H 1.8183 3.7112 -4.5729 -0.0835 0.2043 -0.0173
H 1.6386 5.4672 -4.2873 0.0504 -0.1708 -0.1151
H 2.0058 4.8576 -5.9253 -0.0906 -0.0216 0.1823
H -0.3226 6.2546 -7.1591 -0.1090 -0.0199 0.1477
H -0.8751 6.9504 -5.6162 -0.0182 -0.1624 -0.1311
H -1.9894 5.9781 -6.6084 0.1704 0.0218 0.0785
H -1.1190 3.2933 -3.3237 -0.0307 0.2069 -0.1301
H -2.4883 4.0342 -4.1793 0.1393 0.0956 0.0820
H -1.4092 5.0502 -3.1731 -0.0968 -0.1486 -0.0572
N 0.0747 -0.3504 1.4513 0.4107 -0.2619 0.8654
H 1.0967 -0.2564 1.3288 -0.7966 -0.0471 0.1234
H -0.1571 -1.3020 1.7415 0.0756 0.3675 -0.0016
H -0.2540 0.3526 2.1182 0.2098 -0.6024 -0.2886
```
Positions in Å, forces in eV/Å.

Charge ... -1
HOMO (spin up / spin down) ... -4.48 / -3.47 eV
Spin multiplicity ... 5
Relative energy (zero: lowest compared OMol25 entry of this formula, charge and spin) ... 0.0 kcal/mol
⟨S²⟩ ... 6.010

[3]
Computed, not measured: a structure of composition C20H39Cl3GdN3O3Si in a non-equilibrium geometry, with ωB97M-V/def2-TZVPD.

```
70
Properties=species:S:1:pos:R:3:forces:R:3
C 3.3490 -1.7214 -0.1232 0.1673 -0.5574 0.0920
C 3.5920 -0.2612 0.0692 0.0812 0.9291 -0.6442
H 4.1910 -2.2232 -0.6047 -0.1602 0.0141 0.0447
H 2.4379 -1.9284 -0.7073 0.2295 0.2253 0.1768
H 3.2005 -2.2012 0.8514 -0.0382 0.0252 -0.1038
C 4.5392 0.4593 -0.5473 -0.3264 -0.1739 0.3481
C 5.5824 -0.1213 -1.4286 0.4113 -0.1617 -0.5250
H 4.5899 1.5504 -0.4280 -0.0360 -0.5686 0.2423
H 5.2782 -1.0991 -1.8318 0.2632 0.4053 0.0284
H 6.5325 -0.2486 -0.8869 -0.1766 0.0041 -0.1663
H 5.7813 0.5693 -2.2613 0.0377 -0.3002 0.0758
Gd -0.8568 0.2261 0.4587 1.4877 0.1230 0.1406
Cl -0.5630 -1.4172 2.4540 -0.2881 0.0488 0.1431
Cl -1.8744 -0.8594 -1.5933 -0.1546 0.1555 -0.2055
H -6.4062 1.8726 2.1138 0.0956 -0.0296 -0.2457
H -6.4769 -0.1600 3.5120 0.2341 -0.0684 -0.3075
C -5.8172 1.3742 1.3336 -0.0640 -0.0918 0.1353
C -5.9418 -0.6925 2.7092 -0.0133 -0.1457 0.1735
N -5.1319 0.2342 1.9277 -0.3114 0.0062 0.0438
H -5.0683 2.0511 0.9303 -0.1100 -0.0026 -0.0261
C -3.8314 0.0506 1.7595 1.0410 0.9446 -0.6884
O -3.0660 0.8623 1.1617 -1.4664 -1.0601 0.9844
H -5.2944 -1.4397 3.1738 -0.0675 0.0822 -0.1022
H -3.4298 -0.8761 2.1826 0.0140 0.0319 0.1081
H -6.4840 1.0273 0.5328 0.1348 0.1379 0.1816
H -6.6848 -1.2119 2.0904 0.1920 0.1860 0.0045
H 1.5783 -0.1552 -2.1636 -0.2290 0.1964 -0.1816
H 3.1303 2.4673 -2.5391 -0.0764 -0.0767 -0.0867
C 1.0444 0.4021 -2.9508 0.0485 -0.4167 0.4124
C 2.2700 2.5547 -3.2135 -0.1067 0.0974 0.3504
N 1.1150 1.8364 -2.6789 -0.3906 0.4650 -0.0812
H -0.0021 0.0586 -2.9695 0.5028 0.2523 -0.0267
C 0.2069 2.4916 -1.9347 -0.2172 -1.0147 0.0754
O -0.7400 1.9652 -1.3080 1.1715 1.0153 -0.7357
H 2.0131 3.6144 -3.3051 0.1477 -0.1406 -0.1392
H 0.3746 3.5868 -1.9297 -0.1396 -0.2779 0.0716
H 1.5487 0.2033 -3.9043 -0.2799 0.1220 0.1390
H 2.5568 2.1362 -4.1806 -0.1859 0.1767 0.0617
O 1.3256 0.3711 0.2451 -0.8368 -0.0120 -0.6507
C 2.5356 0.4073 0.9108 -0.6459 0.4202 0.7660
C 2.7419 2.9099 0.4448 0.2138 0.1513 0.3825
C 2.8785 1.8350 1.3286 -0.0127 -0.6624 0.0319
H 2.2432 2.7306 -0.5172 0.3853 0.1509 0.5281
C 3.2704 4.1559 0.8119 -0.3337 -0.2415 -0.2664
H 2.4631 -0.1780 1.8493 0.0192 0.0425 -0.0727
C 3.3904 2.0172 2.6136 0.1348 0.2065 -0.2969
H 3.1748 5.0023 0.1208 0.1522 -0.2861 0.3404
C 3.9016 4.3059 2.0478 -0.0456 0.1360 0.2211
C 3.9342 3.2496 2.9621 -0.1481 -0.0032 0.0220
H 3.3707 1.1674 3.3074 0.1929 0.4029 -0.2603
H 4.3355 5.2665 2.3297 -0.1291 -0.2348 -0.1264
H 4.3703 3.3718 3.9531 -0.0546 0.1370 -0.2538
Si -2.3330 -4.2679 -0.9071 0.0593 -0.3591 0.1624
Cl -0.3062 -3.7393 -0.5995 -0.4089 -0.2109 -0.4309
C -3.3283 -3.4686 -2.2716 -0.0547 0.6903 -0.3830
C -3.0599 -3.9260 0.8036 -0.0633 -0.0201 -0.1110
C -2.3546 -6.0960 -1.4052 0.3007 -0.0261 0.3416
H -3.1175 -2.4008 -2.4197 -0.2171 -0.6978 0.1069
H -4.3964 -3.5288 -2.0176 0.1571 -0.2321 0.0133
H -3.1769 -3.9426 -3.2460 -0.0099 -0.2199 0.1866
H -2.0603 -6.2321 -2.4548 -0.0633 0.2016 0.2176
H -3.3694 -6.4936 -1.2966 0.0346 0.0474 -0.0112
H -1.6811 -6.7182 -0.8026 -0.1595 0.1392 -0.0244
H -2.8052 -2.9154 1.1680 0.0120 -0.4059 -0.2719
H -2.6551 -4.6430 1.5310 -0.0779 0.1721 -0.1468
H -4.1525 -4.0282 0.7825 0.1140 -0.0222 0.0342
N -0.6263 2.4673 1.6393 -0.1048 0.1735 0.4107
H -0.6547 3.1676 0.9020 -0.0015 -0.0760 0.1694
H 0.2790 2.5251 2.1089 -0.2416 0.0689 -0.1138
H -1.3799 2.6505 2.3076 0.4111 0.0123 -0.2823
```
Positions in Å, forces in eV/Å.

HOMO (spin up / spin down) ... -8.38 / -8.32 eV
Spin multiplicity ... 8
Relative energy (zero: lowest compared OMol25 entry of this formula, charge and spin) ... 0.0 kcal/mol
⟨S²⟩ ... 16.023

[4]
Computed, not measured: the ion C20H39FN5O3P2 with charge +1 in a non-equilibrium geometry, with ωB97M-V/def2-TZVPD.

```
70
Properties=species:S:1:pos:R:3:forces:R:3
C -2.7847 3.3970 1.8020 -0.1630 -0.8615 0.9601
C -2.2371 1.8469 1.4916 -0.5300 1.9125 -0.7155
C -2.7357 1.5477 -0.0782 -2.0038 0.8746 1.7872
F -3.0157 2.8327 -0.8259 1.1356 -3.6417 1.3772
N -1.8565 0.5869 -0.8242 3.7266 -1.2536 -2.3848
C -0.4796 0.6298 -1.4180 -0.3129 -1.8575 -0.6393
N 0.3822 1.6796 -1.3617 1.8042 1.0645 -0.5699
P 1.9605 1.4294 -2.2359 1.9124 -1.9720 -2.0684
C 3.4174 2.1979 -1.2709 0.8007 1.7341 0.8711
O 1.8610 2.2896 -3.7627 0.9226 -0.3335 1.4585
P 0.1909 3.2425 -0.5640 -2.1695 2.2655 0.7890
C 0.7737 4.6671 -1.7576 1.8157 0.6969 -1.1671
C 0.9692 6.1134 -0.9488 0.4754 -0.2751 0.3930
C 1.2253 3.4293 1.0297 1.9723 0.0312 1.2838
C 1.7241 2.0055 1.6827 0.2162 -0.7283 -0.1783
N 0.0047 -0.6048 -2.1500 -7.4150 0.5875 3.4750
C -1.2108 -1.4849 -1.9616 3.1204 5.2493 1.1259
O -1.1647 -2.8207 -2.5637 -3.4415 4.1737 3.8995
N -0.1072 -2.8886 -3.4123 -0.2761 -3.3721 -5.7914
O -0.4862 -3.6116 -4.3413 2.2211 2.8373 3.8253
N -2.2441 -0.7327 -1.1570 1.4643 -4.6816 -2.7279
C -3.4828 -1.5228 -0.8776 -2.4426 -1.6485 -0.4298
C -3.2472 -2.9783 -0.1318 -0.3494 -0.1891 0.4859
C -2.2280 -2.9408 1.1461 0.2912 -1.1694 0.8439
C -2.2023 -1.5366 1.9884 0.8398 -1.0703 0.3877
C -0.6707 -3.4255 0.7752 -0.5696 0.6432 0.7954
C 0.1323 -3.9995 2.1249 0.6576 1.9278 -0.7384
C 1.7534 -3.6964 2.0094 0.4789 -0.1384 -0.7153
C 2.5702 -3.8427 0.7736 -0.1915 0.0996 -0.1097
C 3.4360 -5.2318 0.4515 1.2324 0.9478 0.3212
C 2.7377 -2.6452 -0.3775 -1.2475 -1.0098 -0.5099
H -2.2034 4.2115 1.1934 -1.2721 -1.7264 1.1850
H -2.6463 3.5365 2.9648 -0.1695 -0.0336 -2.3702
H -3.9631 3.4345 1.6126 2.7311 0.0304 0.2127
H -1.0667 1.7718 1.5822 -2.4374 0.0817 -0.1177
H -2.8001 1.1701 2.2780 1.3169 1.0547 -2.0437
H -3.8284 1.0879 0.0718 2.6429 0.7212 -0.9170
H 3.2336 3.3093 -0.9037 0.5310 -2.3296 -0.5160
H 4.3901 2.2567 -1.9599 -2.4005 -0.3486 1.1038
H 3.7155 1.4902 -0.3663 -0.9214 1.4846 -1.9657
H 2.6700 2.0858 -4.3372 -1.6035 0.1154 1.3973
H 1.8490 4.4361 -2.2213 -2.3728 0.4178 0.8786
H 0.0562 4.7926 -2.6870 1.2192 -0.4924 2.1674
H 0.0854 6.3380 -0.2017 1.7469 -0.4064 -1.6316
H 1.9740 6.0402 -0.3268 -2.1754 0.1888 -1.1844
H 1.1285 7.0265 -1.6950 -0.5995 -2.2134 1.4856
H 2.1771 4.1269 0.8510 -2.0788 -1.5757 0.3909
H 0.5894 3.9766 1.8587 0.8969 -1.0238 -2.0525
H 1.4263 1.8703 2.8097 0.4958 0.4664 -2.2583
H 2.8900 1.9059 1.6138 -2.3378 0.2194 0.1687
H 1.2699 1.0797 1.0919 0.9357 1.8599 1.2456
H -4.3306 -0.9874 -0.2799 2.0798 -0.4777 -1.1412
H -3.9613 -1.7939 -1.9381 0.9784 0.8337 2.2755
H -4.3187 -3.3011 0.2801 2.2344 0.8648 -1.0100
H -2.9474 -3.8330 -0.9015 -0.4516 2.0278 1.5874
H -2.6170 -3.7754 1.9063 0.6856 1.7448 -1.7154
H -3.2623 -1.0753 2.1692 2.0362 -0.7984 -0.5336
H -1.4342 -0.8275 1.4625 -1.6862 -1.0064 1.0333
H -1.7421 -1.7973 3.0585 -1.0526 0.7153 -2.3482
H -0.0783 -2.4598 0.4385 -1.1223 -2.0552 0.3183
H -0.7295 -4.2485 -0.0630 0.3083 1.7255 1.6101
H -0.0445 -5.1593 2.2022 0.5885 2.2801 -0.0624
H -0.2253 -3.4724 3.1195 0.4244 -1.1594 -2.0843
H 2.3282 -3.3774 2.9944 -1.0535 -2.4716 -1.5495
H 4.3958 -5.3096 1.1332 -1.8700 -0.0235 -1.2078
H 3.8382 -5.2274 -0.6672 -0.9567 0.2332 2.3858
H 2.7904 -6.2076 0.5897 1.1124 2.2652 -0.0767
H 1.9623 -1.7647 -0.2072 1.5449 -1.9118 -0.3806
H 2.6273 -3.1005 -1.4723 0.2206 1.1847 2.1934
H 3.8168 -2.1614 -0.3079 -2.1431 -1.3048 0.1933
```
Positions in Å, forces in eV/Å.

Charge ... +1
HOMO ... -8.96 eV
Structure (SMILES) ... CC[C@@H](F)n1c(N(P(C)O)P(CC)CC)nc(ON=O)[n+]1CC[C@H](C)CCC=C(C)C